Entry 1:
The following is a quantum chemistry calculation of 6 unconnected molecules or ions with the total composition C24H42N6O9, from the Open Molecules 2025 dataset.

Output
HOMO-LUMO gap, eV: 8.31
Structure (SMILES): O=C1NC(=O)c2cc(COO)ccc21.CNC(C)=O.CNC(C)=O.CNC(C)=O.CNC(C)=O.CNC(C)=O
Energy above the lowest of the compared OMol25 structures with the same formula, charge and spin, kcal/mol: 0.00
E, Eh: -1945.21857
Highest occupied orbital energy, eV: -8.4
Lowest unoccupied orbital energy, eV: -0.10

XYZ file:
```
81
C24H42N6O9 (ωB97M-V/def2-TZVPD)
H 5.59 6.83 -5.69
H -5.63 0.64 4.48
H 0.61 1.95 5.84
O -2.49 4.70 -2.42
N -5.65 -0.05 2.48
C -0.92 -0.34 0.66
H -1.37 0.35 1.45
C -4.49 0.51 2.04
H 4.04 7.10 -6.51
H 2.38 0.44 5.67
H -4.42 -4.67 0.69
O 0.24 2.83 -5.70
H -4.28 2.18 3.36
H 3.89 -5.82 -1.01
C -2.03 -5.48 -0.27
H -2.58 -7.52 -0.54
H -1.70 -3.54 0.04
H 1.10 0.07 -4.02
H -3.38 0.71 3.86
C 0.46 0.49 -3.18
O -0.89 -5.66 -0.69
H 2.58 5.30 -6.19
H 0.02 4.82 -3.79
H -2.79 1.71 2.52
O 0.36 -0.87 1.08
N 4.66 -3.65 0.50
C 5.93 -4.32 0.46
C -1.32 1.88 -0.92
H 2.29 -5.90 -0.25
H -3.58 -3.43 1.64
H 3.73 -6.23 0.73
H 4.77 8.41 -5.55
C 4.62 7.33 -5.62
H -7.23 0.49 3.71
H 1.75 6.89 -6.05
C -0.19 2.93 -4.52
H -1.95 2.38 -0.12
C 2.06 -0.54 5.32
H 2.85 -0.97 4.69
H 1.07 5.45 -5.28
C -3.69 1.33 3.01
O 2.35 5.93 -3.17
H -6.13 -0.59 1.77
H -6.34 -0.97 4.20
H 4.43 7.05 -3.52
H 4.64 -2.66 0.73
C -0.19 1.88 -3.33
H 1.57 2.18 4.34
C -1.08 2.58 -2.27
C 0.10 0.62 4.24
N 0.84 -0.48 4.55
C -0.66 0.46 -0.73
C -1.58 3.97 -2.86
N 3.97 6.88 -4.40
N -0.79 4.24 -4.10
C 3.33 -5.63 -0.09
C -3.72 -3.84 0.64
O 2.43 -3.45 0.34
C 0.20 -0.24 -1.81
H 1.20 -2.41 0.31
H -1.66 -1.17 0.38
H 6.56 -3.83 -0.28
N -2.43 -4.24 0.13
H 1.89 -1.20 6.18
C 0.58 1.95 4.75
C 2.77 6.25 -4.28
H -3.90 -6.38 -0.82
C 2.00 5.96 -5.54
H -3.35 -6.74 0.85
C 3.42 -4.17 0.26
C -6.24 0.04 3.80
H -0.11 2.73 4.42
H 0.46 -1.34 4.18
H 0.65 -1.29 -1.66
H 5.84 -5.38 0.20
H 6.40 -4.24 1.44
O -4.13 0.33 0.88
C -3.03 -6.60 -0.19
O 0.38 -2.23 0.87
O -0.92 0.50 3.57
H -4.12 -3.07 -0.01
```

***

Entry 2:
The following is a quantum chemistry calculation of a molecular structure, C24H42NP3SeSn, from the Open Molecules 2025 dataset.

Output
HOMO-LUMO gap (spin up / spin down), eV: 4.02 / 2.95
Net charge: +4
Energy above the lowest of the compared OMol25 structures with the same formula, charge and spin, kcal/mol: 0.00
E, Eh: -4632.64270
Highest occupied orbital energy (spin up / spin down), eV: -18.1 / -18.1
Lowest unoccupied orbital energy (spin up / spin down), eV: -14.11 / -15.19

XYZ file:
```
72
C24H42NP3SeSn (ωB97M-V/def2-TZVPD)
H 3.10 -1.68 1.30
P 0.74 -1.94 0.71
C -2.32 2.11 2.26
C -2.46 5.11 -6.16
C 2.17 -1.89 1.85
H -2.20 2.97 1.59
C 5.34 0.02 1.86
H 2.01 -1.10 2.59
H -4.24 -1.82 0.43
H -3.71 5.71 -4.51
C -3.29 -1.38 0.78
C -0.60 0.14 -5.12
H -3.09 0.47 -2.62
H -1.95 6.30 -4.43
C -0.31 -3.15 1.64
C -1.39 2.75 -4.71
H -1.60 0.27 -7.03
H 1.82 -3.97 -0.12
C -3.51 0.21 -1.63
P -0.80 1.11 2.24
H -0.78 -2.65 2.50
H -2.32 2.69 -6.64
H 5.44 -0.54 0.92
H -1.42 4.85 -6.43
H 3.47 2.45 3.42
C 4.23 1.68 3.25
H -0.31 -0.90 -5.24
H 5.11 1.98 5.21
C -2.72 5.72 -4.97
C 4.29 0.95 2.05
N 2.34 1.08 0.34
H -4.45 -0.36 -1.76
H -0.35 2.68 -2.85
C 6.18 0.49 4.09
H -2.74 -2.15 1.34
H -3.20 1.53 1.94
H 7.08 -0.92 2.74
Sn -0.23 0.59 -0.37
H -3.51 -0.55 1.46
C -1.05 -0.13 3.55
H -2.48 2.48 3.29
H 2.27 -2.86 2.36
H 0.67 -3.31 -1.34
H -3.72 1.14 -1.08
H -0.01 2.83 3.72
C -1.35 0.79 -6.11
H -1.70 3.78 -4.54
P -2.35 -0.83 -0.70
H 1.27 1.61 3.38
H 6.89 0.30 4.89
H -3.21 4.86 -6.94
C 1.43 -3.05 -0.59
C -2.13 -2.32 -1.72
H 2.24 -2.52 -1.10
C 0.46 2.21 2.94
C 3.24 1.05 1.10
H -1.10 -3.56 0.99
C -1.75 2.12 -5.90
H -1.86 -0.83 3.28
Se 0.96 -0.06 -2.71
H -1.58 -2.06 -2.64
H -1.33 0.39 4.48
C 5.17 1.44 4.27
C 6.27 -0.20 2.88
H 0.30 -3.99 2.03
C -0.18 0.81 -3.95
H -3.14 -2.67 -1.98
H 0.87 2.85 2.15
C -0.61 2.13 -3.75
H -0.13 -0.69 3.72
H -0.17 2.35 -0.51
H -1.59 -3.11 -1.18
```

***

Entry 3:
The following is a quantum chemistry calculation of 9 unconnected molecules or ions with the total composition C24H42O21S3, from the Open Molecules 2025 dataset.

Output
HOMO-LUMO gap, eV: 8.87
Energy above the lowest of the compared OMol25 structures with the same formula, charge and spin, kcal/mol: 0.00
E, Eh: -3714.08899
Highest occupied orbital energy, eV: -8.8
Lowest unoccupied orbital energy, eV: 0.06

XYZ file:
```
90
C24H42O21S3 (ωB97M-V/def2-TZVPD)
C 2.39 -6.02 1.12
O 0.21 8.96 -3.15
C -2.26 5.23 5.10
H -3.52 -4.44 -1.64
H 8.92 -2.45 1.59
H 8.61 1.20 -1.64
O -5.38 0.74 -5.30
H 2.19 9.09 -2.94
C -6.41 2.04 -3.12
O 0.29 0.02 2.18
C 7.70 4.18 -2.77
C -4.26 -4.18 -2.39
H 1.51 6.72 -4.51
O 8.95 -1.40 3.40
O 2.12 -6.46 -1.21
C -5.46 -7.07 3.40
H -0.16 2.53 1.07
H -6.00 1.32 -2.41
O -3.26 4.92 4.35
H 6.65 -1.69 1.61
H 8.75 -3.35 3.06
H -5.95 -7.50 2.53
C -3.50 -7.10 5.37
H -7.42 1.73 -3.39
O 8.03 0.44 4.43
O -1.82 -0.77 1.91
C -3.89 -4.52 -3.70
H 2.61 6.93 -3.16
O -3.54 -9.09 3.49
H -5.37 -5.99 3.25
C -6.59 3.05 -5.56
H 7.94 3.87 -3.79
C -3.50 7.09 4.82
C 8.46 -2.42 2.58
H 7.14 5.12 -2.68
C 6.96 -2.07 2.58
H 8.61 4.18 -2.18
H -7.41 2.35 -5.71
H -4.52 -3.12 -2.34
H -4.64 6.06 3.33
O -5.52 -4.81 -2.21
C 0.17 1.62 0.57
C -5.49 -5.91 -2.95
H 7.18 0.45 -2.43
C 1.63 7.21 -3.55
H -3.23 7.77 4.01
O 2.39 -4.84 0.27
H -5.99 -7.23 4.34
H 1.74 0.28 0.84
H -4.18 7.51 5.56
H -2.47 -6.95 5.69
C 7.84 1.32 -2.39
H 8.31 1.46 -3.37
O 0.57 6.90 -2.66
C 1.46 8.61 -3.59
H 2.41 -8.01 0.24
O -4.39 -5.88 -3.77
H -5.08 5.62 5.03
C 1.87 -7.07 0.10
C 7.94 -0.62 3.89
H -4.45 -3.99 -4.48
H -3.91 -7.87 6.03
H 1.55 9.09 -4.56
O -0.85 0.65 0.41
H -4.02 -6.16 5.54
H 6.36 -2.93 2.88
H 1.73 1.50 2.21
C -4.28 5.91 4.34
O -1.42 4.49 5.50
H 0.83 -7.36 0.26
H 0.66 1.76 -0.39
O -1.39 7.93 -2.11
C -0.25 7.95 -2.54
H -6.17 3.42 -6.49
H -6.32 3.05 -2.70
H 1.72 -5.93 1.98
S -5.37 2.11 -4.61
S -3.71 -7.56 3.58
C 1.15 0.90 1.52
S 6.84 2.76 -1.92
H -2.84 -4.41 -3.95
O 5.43 2.61 -2.40
C -0.84 -0.13 1.56
C 2.28 -5.14 -1.10
H 3.39 -6.36 1.40
O 2.50 -4.41 -2.10
O -6.38 -6.78 -2.93
O -2.31 6.53 5.33
O 6.78 -1.04 3.50
H -7.05 3.81 -4.93
```

***

Entry 4:
The following is a quantum chemistry calculation of 3 unconnected molecules or ions with the total composition C24H43ClFIO12, from the Open Molecules 2025 dataset.

Output
HOMO-LUMO gap, eV: 9.38
Structure (SMILES): CCO[C@](I)(CC=O)O[C@H](CCCC(=O)O)[C@](Cl)(CC)OCCCF.CCOC(=O)OC.CCOC(=O)OC
E, Eh: -2700.59062
Highest occupied orbital energy, eV: -9.5
Lowest unoccupied orbital energy, eV: -0.13

XYZ file:
```
82
C24H43ClFIO12 (ωB97M-V/def2-TZVPD)
H 3.40 -3.63 2.47
H -0.58 2.28 6.07
H 4.70 3.25 0.59
H -2.80 -0.20 -3.45
C 3.22 -3.46 1.32
O 4.05 5.89 0.41
H 1.33 1.01 2.71
H -2.16 -0.65 4.13
Cl 1.58 -1.54 3.64
H 1.71 1.94 6.51
H -1.44 -0.97 -2.01
O -2.05 0.53 -7.55
C -2.25 -2.10 -4.28
C 1.42 1.35 5.51
C -6.32 -1.27 -1.49
C -1.01 0.99 4.24
O -1.43 1.34 3.02
H -6.32 -1.80 -3.59
C -3.98 -1.18 -1.18
H -2.40 -2.70 -5.19
H -1.78 -0.73 -9.17
C 3.28 4.92 -0.11
O -3.48 -1.18 -7.01
H 3.28 -0.73 5.77
C 4.00 -1.43 5.18
H 0.96 -3.81 1.73
C -6.45 -0.91 -2.96
H 2.35 5.30 -0.76
I 1.34 4.22 1.94
C -0.83 2.27 -0.30
H -2.64 -2.67 -3.43
H 3.69 2.77 -0.98
O -2.35 0.04 -5.43
H 3.54 -1.92 -0.32
C -1.67 -1.30 -0.99
H -0.89 -2.00 -0.68
H 5.07 -1.37 5.72
C -2.94 -0.75 -4.39
H 4.91 0.13 3.78
C 2.65 1.65 4.46
H 1.31 0.23 5.83
C 0.79 2.35 -0.73
O -1.50 -0.29 4.83
H -7.13 -1.96 -1.22
H 3.71 -2.57 5.21
C 2.97 -0.57 2.81
H -1.80 1.01 -9.52
H 3.97 -4.20 0.77
H 0.83 1.74 -1.76
H -5.67 -0.20 -3.26
H -1.25 3.30 0.07
C 2.48 1.03 2.96
H -1.44 2.01 -1.28
H 2.66 2.84 4.33
H -7.42 -0.47 -3.17
O -3.95 0.03 -1.32
C -0.03 2.03 5.04
H -4.02 -0.86 -4.54
H 0.13 3.07 4.51
H 3.64 1.40 5.02
H 1.08 3.44 -1.01
O 2.88 -0.85 1.40
O -2.91 -1.99 -0.97
C 1.70 -3.85 0.81
H -3.33 0.19 -9.16
O 1.67 1.65 0.20
F 1.20 -2.97 -0.30
C 2.48 2.54 1.03
C -2.26 0.22 -8.92
H -6.42 -0.39 -0.85
C 3.65 -1.95 0.87
H -1.66 -0.46 -0.30
C 3.63 3.30 0.08
H 4.83 -1.88 1.04
O -5.09 -1.96 -1.24
H 1.77 -4.93 0.36
C -2.71 -0.29 -6.69
H -1.02 1.38 0.44
O 3.31 1.81 2.05
H 5.08 -1.65 3.19
H -1.17 -1.98 -4.17
C 4.31 -0.89 3.62
```

***

Entry 5:
The following is a quantum chemistry calculation of a molecular structure, C24H43EuNP2, from the Open Molecules 2025 dataset.

Output
HOMO-LUMO gap (spin up / spin down), eV: 4.38 / 4.35
Energy above the lowest of the compared OMol25 structures with the same formula, charge and spin, kcal/mol: 0.00
E, Eh: -2387.71707
Highest occupied orbital energy (spin up / spin down), eV: -4.9 / -4.9
Lowest unoccupied orbital energy (spin up / spin down), eV: -0.56 / -0.60
Spin multiplicity: 8

XYZ file:
```
71
C24H43EuNP2 (ωB97M-V/def2-TZVPD)
C 3.24 -1.96 -1.12
C 4.47 -0.02 0.10
H 6.08 -2.37 -2.38
H 3.24 1.58 0.91
H 2.56 0.00 1.06
C -2.54 -1.03 1.70
C -0.38 -2.18 1.24
H 4.47 4.28 -3.69
H 5.67 3.64 -1.90
H 7.10 -1.06 -3.03
H 7.00 1.61 -1.81
H -2.91 -2.06 1.53
C 5.95 1.54 -2.12
H -3.19 0.78 -1.21
H 5.10 -2.12 0.09
P 5.31 -0.13 -1.59
H 2.73 4.01 -4.07
C -1.44 -1.94 -2.93
C 3.01 -1.31 -2.50
C 6.98 -0.41 -0.57
H 0.34 -0.79 3.44
Eu -0.48 0.88 0.31
H 1.55 0.02 -1.02
H 2.98 3.86 0.10
C 3.76 0.02 -2.64
C -0.51 -1.02 -2.37
C -0.65 -2.18 -0.24
C -1.92 -2.99 -2.14
H -1.03 -1.88 3.83
H -0.10 -0.21 -2.99
H 3.38 -3.04 -1.28
C 3.11 0.65 0.34
H 5.24 2.75 -0.43
C 3.66 3.53 -3.72
C 6.06 -1.35 -2.81
C 4.43 -1.40 -0.39
C 2.19 0.90 -0.87
H 1.52 1.77 -0.64
N -1.07 -1.01 1.89
H -2.84 -0.40 0.84
H 1.94 -1.18 -2.67
H 6.98 -1.38 -0.07
H -3.31 1.81 0.27
H -2.38 2.37 -1.17
H -1.28 -0.11 3.77
H 0.70 -2.08 1.46
C 2.88 1.19 -2.24
C -0.73 -0.94 3.32
H -1.74 -1.84 -3.97
H 2.09 1.29 -3.01
H -3.00 -0.62 2.60
H 1.61 4.07 -1.04
C -2.67 1.50 -0.57
C -1.52 -3.13 -0.81
H 2.33 -1.91 -0.49
H 3.95 2.73 -4.42
H 4.11 0.15 -3.68
H 3.08 5.06 -1.22
H 5.18 0.24 0.89
H -2.62 -3.71 -2.56
H -0.75 -3.11 1.72
C 2.70 4.06 -0.94
C -0.13 -1.19 -1.06
H 5.53 -1.39 -3.77
H -1.89 -3.94 -0.17
P 3.44 2.88 -2.04
H 3.35 -2.01 -3.28
H 7.84 -0.36 -1.26
H 7.09 0.39 0.18
C 5.19 2.72 -1.53
H 5.97 1.53 -3.22
```

***

Entry 6:
The following is a quantum chemistry calculation of 3 unconnected molecules or ions with the total composition C24H43FN5, from the Open Molecules 2025 dataset.

Output
HOMO-LUMO gap, eV: 4.95
Net charge: +1
Energy above the lowest of the compared OMol25 structures with the same formula, charge and spin, kcal/mol: 0.00
E, Eh: -1313.62875
Highest occupied orbital energy, eV: -9.9
Lowest unoccupied orbital energy, eV: -4.92

XYZ file:
```
73
C24H43FN5 (ωB97M-V/def2-TZVPD)
C -0.93 2.92 3.70
H -1.24 -1.97 -1.21
C 3.02 2.35 -3.21
C 1.43 -0.08 5.82
H 0.64 1.03 -3.90
H 1.01 0.19 6.79
H 3.57 1.93 2.07
N -1.48 -3.51 -2.57
C -2.16 1.45 5.45
N 2.01 2.90 -2.32
H 3.17 0.17 0.49
H 2.61 2.13 -4.21
H 1.66 0.81 5.24
C 0.08 1.38 -3.04
H 0.95 -1.29 4.09
H -0.11 -3.26 -1.02
H -1.85 -2.99 0.83
H 3.35 1.39 -2.80
H -2.53 -1.17 -3.46
H -1.03 -4.92 -4.01
C -2.83 -3.27 -3.02
H 0.63 -2.05 5.63
C -0.97 -4.83 -2.92
H 4.67 3.48 -2.38
H 5.01 2.72 -3.94
C -1.17 -3.06 -1.22
N -1.82 3.55 4.42
C 2.61 1.42 2.09
H 0.09 -4.87 -2.69
H -0.66 2.11 -3.36
C 2.37 0.42 1.17
H 0.85 5.52 -4.24
H -3.11 3.17 5.86
C 0.54 1.12 2.85
C -0.53 1.57 3.79
H 1.50 1.09 -1.46
H -1.75 -4.62 0.20
C -3.24 -1.80 -2.93
H 0.81 4.54 -1.89
H -0.48 0.52 -2.65
N 1.67 1.79 2.95
H -3.08 -3.57 -0.28
C 0.99 1.94 -1.94
C 0.56 -1.11 5.09
C -1.67 -6.05 -2.31
H 1.05 -1.06 0.36
C 0.92 4.45 -4.04
H -3.32 -1.46 -1.90
H -0.44 3.53 2.94
C -0.91 -0.71 4.95
H -3.57 -3.87 -2.47
C -2.02 -3.60 -0.07
C 0.23 0.10 1.98
H -0.09 4.05 -4.11
H -1.39 -0.99 5.89
H -0.75 -0.36 1.99
C -1.19 0.77 4.74
C 4.24 3.24 -3.36
H -2.90 -3.57 -4.07
H -4.22 -1.66 -3.40
H -1.33 -6.95 -2.82
H 1.53 4.02 -4.83
F -1.57 -1.41 3.96
H 4.01 4.17 -3.88
H -2.75 -6.00 -2.40
H 2.38 -0.57 6.04
C 1.53 4.23 -2.65
H -1.41 -6.18 -1.25
N -2.40 2.73 5.28
H 2.37 4.93 -2.54
H 0.37 2.38 -1.15
C 1.21 -0.28 1.09
H -2.75 0.92 6.19
```

***

Strongest force on any atom across the listed records, respectively: 4.6, 2.7, 6.3, 8.2, 4.5, 2.4 eV/A.